Formula: H20O10Xe
Source: OMol25
Level of theory: ωB97M-V with the def2-TZVPD basis set

For the molar mass, the calculation gives 311.44 g/mol. The relative energy (zero: lowest compared OMol25 entry of this formula, charge and spin) is 76.1 kJ/mol. The calculation puts the total energy at -29762.178 eV. For the HOMO energy, the calculation gives -0.38094 hartree. For the strongest force on any atom, the calculation gives 0.0207 Eh/bohr. The value obtained for the HOMO-LUMO gap is 10.28 eV.

Atoms and positions in Å:
Xe 0.64282 0.23717 -0.21717
O 1.65216 -3.10143 -0.05219
H 1.77238 -3.15502 -1.00029
H 0.76526 -2.75875 0.05828
O -2.49558 -0.00990 -2.36660
H -2.06728 0.59982 -1.76575
H -3.43131 0.11367 -2.20731
O 1.12456 0.80315 3.30150
H 1.35807 1.73120 3.32264
H 0.40515 0.75097 2.67225
O -3.03544 -0.40334 1.30772
H -2.35760 -1.05748 1.13778
H -3.69018 -0.86640 1.83034
O -1.61872 1.58139 2.34340
H -2.07570 2.34563 2.69461
H -2.31828 0.98215 2.08308
O -1.20372 -2.43843 0.93594
H -1.11660 -3.00347 1.70365
H -1.97174 -2.77625 0.47523
O -2.18372 2.36794 -0.42030
H -1.71063 2.37660 0.41177
H -1.88263 3.15415 -0.87576
O 4.28521 2.00899 -1.49387
H 5.00523 2.11862 -2.11497
H 3.49958 1.97980 -2.03993
O 5.02334 0.39267 0.57390
H 5.88896 0.79817 0.52385
H 4.49731 0.86992 -0.06780
O -0.69180 -1.64463 -3.79609
H -1.39827 -1.39610 -3.19998
H -0.67082 -2.60083 -3.75794